Density functional theory data (ωB97M-V/def2-TZVPD) for 14 unconnected molecules or ions with the total composition C17H58F3N26O15 in a non-equilibrium geometry.

Element x y z (Å)
C1 -0.589 -1.199 -0.225
O1 0.171 -0.046 0.197
O2 0.277 -2.299 -0.019
C2 -2.039 -1.160 0.402
F1 -1.996 -0.856 1.692
F2 -2.887 -0.353 -0.102
F3 -2.631 -2.347 0.434
C3 0.157 1.203 -0.600
C4 1.189 2.122 0.148
H1 0.616 2.728 0.850
H2 2.048 1.575 0.537
H3 1.585 2.771 -0.633
H4 -0.795 1.729 -0.522
H5 0.581 1.061 -1.594
H6 -0.750 -1.060 -1.294
C5 0.852 -0.534 -4.541
O3 -0.207 -0.366 -5.131
N1 1.512 0.514 -4.068
N2 1.466 -1.679 -4.525
H7 0.872 1.264 -3.851
H8 2.370 0.413 -3.544
H9 2.461 -1.631 -4.357
H10 0.994 -2.417 -5.028
C6 0.173 3.085 4.871
O4 -0.134 2.882 3.689
N3 -0.337 3.877 5.716
N4 1.182 2.437 5.433
H11 0.176 3.950 6.583
H12 -1.172 4.397 5.488
H13 1.607 1.707 4.879
H14 1.755 3.001 6.043
C7 -6.143 -2.660 -1.212
O5 -7.212 -2.483 -1.694
N5 -5.839 -3.695 -0.488
N6 -5.243 -1.751 -1.269
H15 -4.904 -3.855 -0.142
H16 -6.600 -4.272 -0.159
H17 -4.581 -1.778 -0.507
H18 -5.090 -1.061 -1.990
C8 1.811 -0.207 3.662
O6 2.347 -0.926 4.527
N7 0.637 -0.431 3.233
N8 2.478 0.740 3.014
H19 0.262 -1.266 3.661
H20 0.281 -0.165 2.326
H21 3.381 0.965 3.404
H22 1.873 1.344 2.476
C9 -4.161 -2.371 3.602
O7 -4.686 -2.647 2.542
N9 -4.617 -1.468 4.399
N10 -3.015 -2.902 4.038
H23 -5.445 -0.973 4.100
H24 -4.212 -1.356 5.318
H25 -2.619 -2.660 4.936
H26 -2.508 -3.518 3.419
C10 -1.075 -5.630 1.304
O8 -1.265 -6.757 1.743
N11 -0.353 -4.764 1.862
N12 -1.479 -5.202 0.183
H27 0.392 -5.059 2.477
H28 -0.136 -3.966 1.282
H29 -1.117 -4.358 -0.238
H30 -2.084 -5.782 -0.381
C11 1.523 5.788 0.509
O9 0.563 6.503 0.475
N13 2.575 5.905 -0.328
N14 1.803 4.936 1.386
H31 3.422 5.557 0.098
H32 2.524 6.604 -1.056
H33 1.045 4.740 2.024
H34 2.517 4.266 1.136
C12 3.739 3.179 -3.092
O10 3.694 2.350 -2.203
N15 2.933 3.110 -4.124
N16 4.572 4.161 -3.039
H35 2.929 3.859 -4.801
H36 2.430 2.246 -4.272
H37 4.500 4.826 -3.795
H38 5.308 4.281 -2.357
C13 3.604 -1.625 -1.636
O11 4.578 -1.815 -2.315
N17 3.254 -0.424 -1.262
N18 2.858 -2.584 -1.063
H39 3.750 0.401 -1.566
H40 2.414 -0.354 -0.706
H41 1.903 -2.427 -0.773
H42 3.104 -3.546 -1.253
C14 5.411 2.393 0.989
O12 4.475 2.983 1.410
N19 6.256 2.757 0.086
N20 5.692 1.261 1.402
H43 6.152 3.631 -0.410
H44 6.768 2.099 -0.484
H45 4.859 0.737 1.628
H46 6.412 0.808 0.857
C15 -4.018 2.150 2.555
O13 -5.230 2.136 2.334
N21 -3.014 2.983 2.138
N22 -3.327 1.381 3.311
H47 -3.500 3.749 1.694
H48 -2.143 3.055 2.644
H49 -2.326 1.280 3.226
H50 -3.738 0.561 3.734
C16 -3.808 0.120 -4.310
O14 -4.906 0.231 -3.688
N23 -3.491 0.591 -5.459
N24 -2.589 -0.280 -3.770
H51 -2.506 0.732 -5.632
H52 -4.259 1.138 -5.821
H53 -2.516 -0.433 -2.775
H54 -1.790 -0.597 -4.300
C17 0.234 -4.960 -2.881
O15 1.307 -5.067 -2.317
N25 -0.439 -5.857 -3.576
N26 -0.412 -3.860 -2.646
H55 -0.116 -6.810 -3.655
H56 -1.433 -5.712 -3.683
H57 0.149 -3.469 -1.902
H58 -1.279 -3.527 -3.043

The net charge is -1. As for the HOMO energy: -6.24 eV. As for the electronic energy: -3534.7990 a.u. The calculation puts the relative energy (zero: lowest compared OMol25 entry of this formula, charge and spin) at 748.2 kJ/mol. The orbital gap comes out at 7.59 eV. Its LUMO energy is 1.3 eV. Its spin multiplicity is 1.